Computed, not measured: C8H18F3I2O4P2SSc as an isolated structure at a distorted geometry, with ωB97M-V/def2-TZVPD.

Its net charge is +2. For the energy relative to the best compared isomer or geometry (same formula, charge and spin), the calculation gives 1.5663 eV. The total energy comes out at -3352.706753 Eh. The LUMO energy (spin up / spin down) is -10.4 / -10.7 eV. The calculation puts the HOMO energy (spin up / spin down) at -15.269 / -15.179 eV.

Positions of all 39 atoms, in Å:
I -2.44 0.56 -1.74
I 1.94 0.50 -2.04
Sc -0.11 0.36 -0.14
S 1.52 -0.71 2.10
P -0.25 3.14 -0.78
P -0.22 -3.05 -0.70
F 0.51 -0.58 4.66
F -0.37 -2.19 3.46
F 1.67 -2.40 4.24
O 2.35 0.41 2.55
O -0.87 1.65 3.00
O -0.31 -1.59 -0.17
O 2.16 -1.86 1.48
C 1.41 -3.32 -1.36
C -0.51 4.15 0.72
C -1.54 3.87 -1.88
C -0.53 -4.08 0.72
C -0.56 1.18 1.99
C 1.19 4.01 -1.53
C 0.77 -1.53 3.75
C -1.46 -3.28 -1.96
H 2.06 3.96 -0.87
H -1.45 -3.74 1.21
H 1.52 -4.37 -1.68
H -1.54 -4.33 -2.27
H 0.93 5.06 -1.72
H 0.26 3.90 1.46
H 2.15 -3.08 -0.59
H -1.17 -2.66 -2.81
H 1.55 -2.64 -2.21
H 0.31 -3.98 1.43
H -1.52 3.35 -2.84
H -2.54 3.72 -1.45
H -1.36 4.94 -2.04
H -0.45 5.22 0.48
H -1.49 3.92 1.14
H -2.42 -2.93 -1.56
H 1.45 3.52 -2.48
H -0.64 -5.13 0.42

---

Computed, not measured: C29H46BrNOP2Sn as an isolated structure at a distorted geometry, with ωB97M-V/def2-TZVPD.

Its net charge is +2. The total energy comes out at -4732.855852 Eh. The LUMO energy (spin up / spin down) is -9.3 / -9.5 eV. The calculation puts the HOMO energy (spin up / spin down) at -12.623 / -12.601 eV.

Positions of all 81 atoms, in Å:
Sn -1.27 1.24 -3.63
Br -0.88 -0.71 2.59
P -2.49 -2.94 -1.64
P 1.95 -1.47 0.58
O 0.84 1.35 4.14
N -0.68 6.99 -5.76
C -0.70 -3.30 -1.56
C -1.14 3.53 -3.32
C -1.02 4.71 -4.15
C -1.20 4.66 -5.55
C -4.26 -3.52 0.41
C 2.99 -0.21 1.47
C -1.07 0.71 1.41
C -0.46 -4.79 -1.83
C -0.37 2.02 4.57
C -3.10 -1.52 -3.86
C 3.04 -1.90 -0.85
C 3.38 -0.69 -1.73
C -1.21 2.92 -2.19
C 2.08 -2.91 1.75
C -0.02 2.31 -0.09
C 4.45 -0.59 1.72
C -0.68 5.97 -3.60
C 0.01 1.54 1.07
C -1.21 2.39 -0.86
C -0.38 2.14 6.10
C 1.49 0.79 5.30
C 3.22 -3.90 1.52
C -0.52 7.07 -4.44
C -2.29 0.87 0.73
C 0.71 1.17 6.58
C -2.65 -1.28 -2.41
C -2.93 -2.82 0.14
C -2.33 1.64 -0.43
C -1.02 5.82 -6.31
H -3.38 -0.68 -1.84
H 4.54 -1.40 2.45
H 3.08 -4.47 0.59
H 2.48 -2.63 -1.45
H -0.33 -3.01 -0.56
H 0.61 -4.99 -1.96
H 1.37 1.63 7.31
H -1.23 1.42 4.23
H -3.24 1.63 -1.05
H -1.37 1.89 6.49
H -2.13 -3.32 0.70
H 2.93 0.70 0.85
H -3.82 -2.35 -3.91
H 4.36 -0.27 -1.47
H -0.14 3.17 6.38
H -5.09 -2.99 -0.06
H -0.55 6.08 -2.52
H 0.89 1.56 1.71
H 0.88 2.83 -0.43
H 3.95 -2.40 -0.48
H -1.15 5.82 -7.39
H 1.10 -3.42 1.66
H 1.53 -0.31 5.15
H 3.24 -4.62 2.35
H 4.98 -0.86 0.81
H 4.20 -3.41 1.49
H -1.64 -0.82 -2.32
H -3.55 -0.62 -4.30
H -4.47 -3.57 1.48
H -0.41 2.99 4.05
H -0.26 8.05 -4.02
H -2.94 -1.77 0.46
H -0.97 -5.11 -2.74
H 0.26 0.27 7.01
H -2.25 -1.78 -4.51
H 2.62 0.11 -1.66
H 2.12 -2.48 2.77
H 2.53 1.16 5.33
H -3.16 0.35 1.09
H 2.47 0.01 2.41
H -4.25 -4.55 0.02
H -0.81 -5.43 -1.01
H 3.43 -1.00 -2.78
H -1.47 3.73 -6.06
H -0.19 -2.67 -2.30
H 4.95 0.29 2.15

---

Computed, not measured: C41H45N4O3PPbS2 as an isolated structure, with ωB97M-V/def2-TZVPD.

For the energy relative to the best compared isomer or geometry (same formula, charge and spin), the calculation gives 1.8623 eV. The total energy comes out at -3364.671576 Eh. The LUMO energy is 0.5 eV. The calculation puts the HOMO energy at -6.405 eV.

Positions of all 97 atoms, in Å:
Pb -0.44 -2.16 -0.19
S 2.08 -2.84 -0.05
S 0.86 0.14 0.72
P 0.92 2.68 -0.65
O -4.51 0.24 1.36
O -0.39 -0.57 -3.10
O -3.87 -1.47 0.07
N -0.63 -1.83 2.78
N -0.17 -4.66 1.27
N -2.99 -0.16 -1.87
N 0.20 1.63 0.31
C -5.15 0.55 -2.56
C -0.62 -4.35 2.63
C 0.55 2.43 -4.74
C -1.09 -5.57 0.59
C 3.29 1.38 -1.16
C 0.63 -2.66 -3.44
C -4.68 1.49 -1.44
C -0.77 2.84 -4.91
C 2.73 2.60 -0.78
C -3.52 0.71 -0.81
C 4.67 1.27 -1.32
C -1.54 3.20 -3.81
C 3.52 -4.96 0.77
C 0.69 0.25 2.50
C 0.00 -3.08 3.22
C 2.23 -4.42 0.72
C -0.41 5.70 1.73
C 3.55 3.70 -0.55
C 4.92 3.58 -0.70
C 1.18 -5.17 1.26
C -4.03 -0.18 0.34
C 0.30 6.69 -0.34
C 1.30 1.36 3.07
C 1.10 2.38 -3.47
C 0.05 -0.69 3.31
C 0.66 0.64 5.25
C 1.45 -6.42 1.81
C -1.00 3.14 -2.54
C 3.77 -6.20 1.32
C 1.29 1.57 4.43
C 5.48 2.37 -1.09
C -0.23 6.82 0.94
C -3.84 -0.06 -3.07
C 2.73 -6.95 1.84
C 0.05 -0.46 4.69
C -0.07 4.45 1.26
C -2.06 -1.77 3.10
C 0.33 2.73 -2.36
C 0.65 5.44 -0.82
C -0.05 -1.62 -2.57
C 0.46 4.32 -0.02
H -2.75 1.37 -0.39
H 1.15 2.15 -5.59
H -0.39 -5.18 3.31
H -2.06 -5.08 0.48
H 3.12 4.64 -0.25
H 0.64 0.78 6.33
H -2.01 0.01 -2.11
H 1.64 -2.80 -3.06
H -0.84 5.81 2.73
H 5.56 4.44 -0.52
H 1.77 2.44 4.86
H -0.05 -3.18 4.32
H -5.46 1.71 -0.71
H 4.33 -4.37 0.36
H -1.24 -6.51 1.12
H -4.32 2.43 -1.87
H 2.12 2.07 -3.34
H -3.97 -1.05 -3.51
H -2.40 -0.74 3.05
H -0.46 -1.17 5.33
H -5.69 1.06 -3.35
H 2.90 -7.93 2.27
H -2.64 -2.33 2.36
H -5.79 -0.23 -2.15
H -0.50 7.80 1.31
H 4.79 -6.58 1.35
H 0.11 -3.62 -3.35
H -0.22 3.56 1.86
H -1.19 2.88 -5.91
H 5.09 0.32 -1.62
H 2.66 0.51 -1.33
H 1.05 5.33 -1.82
H 6.55 2.29 -1.23
H 0.44 7.57 -0.96
H -1.58 3.42 -1.68
H -2.56 3.52 -3.96
H 1.06 -3.04 2.95
H 1.79 2.07 2.41
H -3.45 -1.45 -0.84
H 0.64 -7.00 2.23
H -3.38 0.58 -3.82
H -1.71 -4.24 2.60
H 0.66 -2.35 -4.49
H -0.70 -5.79 -0.41
H -2.29 -2.17 4.10

---

Computed, not measured: a 2-piece molecular cluster, H4O2 overall at a distorted geometry, with ωB97M-V/def2-TZVPD.

For the energy relative to the best compared isomer or geometry (same formula, charge and spin), the calculation gives 0.2008 eV. The total energy comes out at -152.867557 Eh. As for the structure (SMILES): O.O. The LUMO energy is 0.5 eV. The calculation puts the HOMO energy at -10.683 eV.

Positions of all 6 atoms, in Å:
O 1.01 -0.03 -0.04
O -1.76 -0.13 -0.07
H -1.58 0.72 0.47
H 1.45 -0.83 0.36
H 1.71 0.53 -0.33
H -0.83 -0.26 -0.40

---

The lowest total energy belongs to which entry?
C29H46BrNOP2Sn

---

What is the formula in the third record?
C41H45N4O3PPbS2